C26H28AsNO2PSV | ωB97M-V with the def2-TZVPD basis set

```
61
C26H28AsNO2PSV, DFT ωB97M-V with the def2-TZVPD basis set
C 1.63 0.03 -3.49
H 5.57 2.83 -1.90
O -0.93 -0.92 -1.75
C 3.48 2.41 -1.79
C 0.49 1.95 -4.38
C -1.02 5.44 -2.25
C 0.97 1.24 -3.28
H -3.08 0.60 -3.34
H 3.50 1.78 -2.68
C 2.29 2.64 -1.11
O -0.25 -1.00 1.51
C -2.71 3.96 -1.40
H -3.61 -3.59 -2.43
C 4.65 3.82 -0.24
H -2.06 1.98 -0.92
H 0.95 4.62 -2.42
H 1.98 -0.55 -2.65
C 2.95 -2.35 2.40
H -0.04 2.88 -4.25
H -3.74 3.78 -1.10
H 3.35 -3.71 3.99
H 3.98 -2.28 2.07
C -0.45 3.17 -1.68
H 0.30 2.02 -6.51
C 1.83 -0.45 -4.78
C 1.25 -3.22 3.86
C 2.29 3.46 0.01
C 3.46 4.05 0.45
H 1.37 3.65 0.55
As -2.54 -1.38 -1.96
H 5.57 4.29 0.10
H -1.93 -3.54 -3.02
H -4.51 -1.46 -0.42
H 3.45 4.69 1.32
H 0.94 -3.83 4.69
C 1.98 -1.62 1.69
H -0.73 6.42 -2.60
C -2.34 5.21 -1.88
C 0.33 -2.49 3.18
C -3.57 -0.91 -0.41
H -0.73 -2.45 3.39
H -4.28 -0.69 -3.61
C -0.08 4.43 -2.15
C 0.68 1.46 -5.67
C 4.65 3.00 -1.36
H -3.01 -1.19 0.49
C 1.35 0.26 -5.87
P 0.74 1.79 -1.56
V 0.07 -0.16 -0.22
H -2.67 -0.79 -4.36
H 1.50 -0.11 -6.87
C -2.60 -3.27 -2.20
S 2.32 -0.59 0.35
H -3.77 0.16 -0.41
C -1.77 2.95 -1.31
H -2.26 -3.76 -1.28
N 0.71 -1.71 2.14
H -3.07 6.00 -1.95
C -3.22 -0.47 -3.48
C 2.59 -3.14 3.46
H 2.35 -1.39 -4.92
```

Properties
Spin multiplicity = 2
Charge = +1
Relative energy (zero: lowest compared OMol25 entry of this formula, charge and spin) = 11.3 kcal per mole
Electronic energy = -139645.7676 eV
LUMO energy (alpha / beta) = -2.21 / -2.25 eV

=====

C5H12O2 | ωB97M-V with the def2-TZVPD basis set

```
19
C5H12O2, DFT ωB97M-V with the def2-TZVPD basis set
H -0.72 -3.78 -3.10
H 1.56 -4.57 4.74
O 1.26 -3.88 5.36
H 0.99 -3.27 -3.23
C 0.00 0.00 0.00
C 0.09 -3.05 -1.28
H 0.34 -4.08 -0.96
H -0.31 -2.04 -3.24
C 1.25 -2.17 -0.69
H -0.84 -2.75 -0.76
C 0.01 -3.01 -2.81
O 2.41 -2.18 -1.13
H -0.04 -0.03 -1.10
H -1.03 0.09 0.38
H 0.33 -1.75 1.26
C 0.90 -1.24 0.46
H 0.47 -3.48 4.94
H 1.73 -0.69 0.95
H 0.57 0.90 0.31
```

Properties
Spin multiplicity = 1
SMILES = CCC(=O)CC.O
Relative energy (zero: lowest compared OMol25 entry of this formula, charge and spin) = 26.6 kcal per mole
Electronic energy = -9473.9839 eV
LUMO energy = 0.49 eV

=====

C6H13N2 | ωB97M-V with the def2-TZVPD basis set

```
21
C6H13N2, DFT ωB97M-V with the def2-TZVPD basis set
C -0.05 0.78 -3.09
H -0.31 0.96 3.91
H 0.78 0.60 -3.69
H 0.56 -1.43 3.81
N -0.14 -1.08 3.15
C 1.55 0.24 -1.52
N 0.21 0.16 -1.88
H 2.22 -0.44 -2.11
H -1.75 0.02 -1.45
H -1.63 0.54 2.78
H -0.99 0.32 -3.64
C 0.46 -0.01 2.27
H 0.16 -1.11 0.64
H 1.97 1.24 -1.72
H 1.54 0.22 -0.43
H -0.23 1.82 -3.06
C -0.68 0.22 3.18
H -0.64 -1.90 2.68
C -0.77 -0.09 -1.01
H -1.58 -0.58 0.90
C -0.70 -0.50 0.28
```

Properties
Spin multiplicity = 1
Charge = +1
Relative energy (zero: lowest compared OMol25 entry of this formula, charge and spin) = 163.2 kcal per mole
Electronic energy = -9399.7886 eV
LUMO energy (alpha / beta) = -4.74 / -4.74 eV

=====

C4H11NO | ωB97M-V with the def2-TZVPD basis set

```
17
C4H11NO, DFT ωB97M-V with the def2-TZVPD basis set
H 2.66 -1.10 -0.86
H -1.71 -0.88 1.53
C 1.94 -0.27 -0.98
H 1.94 -0.50 -3.06
H -0.03 -0.84 -1.70
C -0.09 -0.70 0.42
H 1.60 1.16 -2.60
H 0.46 -1.17 1.23
H 2.31 0.44 -0.24
N -1.41 -0.39 0.70
O -2.53 1.29 2.67
H -2.08 -0.15 -0.01
H 3.31 0.38 -2.49
C 2.23 0.31 -2.39
H -2.28 1.00 1.78
H -3.29 1.88 2.56
C 0.50 -0.63 -0.79
```

Properties
Spin multiplicity = 1
SMILES = CC/C=C/N.O
Relative energy (zero: lowest compared OMol25 entry of this formula, charge and spin) = 45.0 kcal per mole
Electronic energy = -7862.6027 eV
LUMO energy = 0.93 eV

=====

C4H9CuO3 | ωB97M-V with the def2-TZVPD basis set

```
17
C4H9CuO3, DFT ωB97M-V with the def2-TZVPD basis set
H 3.52 -0.38 0.03
H -2.65 1.70 -0.40
O 1.94 0.67 0.79
C -0.66 -0.64 0.82
H 1.14 -1.43 -0.25
H 0.46 -0.25 1.42
O -1.10 0.58 0.25
C -2.49 0.71 0.02
O 2.27 0.36 -1.40
C -0.14 -1.58 -0.20
H -0.43 -2.61 0.02
H -1.45 -1.07 1.46
H -3.04 0.61 0.97
C 2.50 0.01 -0.20
Cu 0.55 1.54 -0.72
H -2.85 -0.05 -0.69
H -0.27 -1.23 -1.23
```

Properties
Spin multiplicity = 1
Electronic energy = -55073.0448 eV
LUMO energy = -0.27 eV

=====

C6H11NS | ωB97M-V with the def2-TZVPD basis set

```
19
C6H11NS, DFT ωB97M-V with the def2-TZVPD basis set
N -0.31 -0.08 -0.65
C 1.72 0.27 2.48
C -1.47 -0.25 -0.14
H 2.07 -0.45 -1.49
S -3.14 0.10 -0.73
H 1.20 -0.18 3.39
H -0.28 0.71 1.86
C -2.90 0.43 -2.51
H 1.96 1.29 2.72
H -1.85 0.77 -2.60
C 2.06 -0.60 -0.43
H 2.35 -1.71 -0.24
H -1.51 -0.78 0.81
C 0.59 0.21 1.46
H -3.47 1.17 -2.92
H -3.15 -0.57 -3.06
C 0.78 -0.18 0.20
H 2.78 0.08 -0.09
H 2.55 -0.23 1.94
```

Properties
Spin multiplicity = 1
SMILES = C/C=C(C)/N=C/SC
Relative energy (zero: lowest compared OMol25 entry of this formula, charge and spin) = 41.9 kcal per mole
Electronic energy = -18723.6763 eV
LUMO energy = 0.89 eV

=====

CH5N2O | ωB97M-V with the def2-TZVPD basis set

```
9
CH5N2O, DFT ωB97M-V with the def2-TZVPD basis set
H 0.92 0.46 1.35
H 1.36 0.29 -0.19
C -0.70 -0.01 0.17
N -1.14 -0.17 -1.10
O -0.80 1.13 -0.58
H -1.28 -0.13 1.03
H -0.33 -0.43 -1.84
N 0.73 -0.11 0.60
H 1.23 -1.03 0.56
```

Properties
Spin multiplicity = 1
SMILES = [NH3+][C@@H]1NO1
Charge = +1
Relative energy (zero: lowest compared OMol25 entry of this formula, charge and spin) = 97.3 kcal per mole
Electronic energy = -6134.8619 eV
LUMO energy = -4.40 eV

=====

C7H17N2 | ωB97M-V with the def2-TZVPD basis set

```
26
C7H17N2, DFT ωB97M-V with the def2-TZVPD basis set
C 2.34 2.57 0.11
H -1.84 -1.63 2.00
C 0.16 -1.68 -0.82
C -2.13 -0.83 -0.44
H -0.23 -2.52 -1.26
N -0.27 0.24 0.77
H 0.37 -0.93 -1.75
H 0.42 2.77 -1.73
H -2.72 -0.44 0.31
H 2.61 3.32 -0.72
H 1.04 -2.08 -0.30
H -0.50 2.05 -0.61
H 1.57 0.93 1.72
H 2.90 2.53 0.95
C -0.75 -1.02 0.30
H -2.56 -1.64 -0.88
H -0.98 0.72 1.24
H -0.23 -2.46 1.83
H 0.39 1.12 -1.83
C 0.44 1.88 -1.15
H -1.90 -0.06 -1.18
H -1.30 -3.01 0.85
C -1.05 -2.13 1.36
C 1.08 0.60 0.84
N 1.33 1.83 -0.01
H 1.83 -0.14 0.41
```

Properties
Spin multiplicity = 1
SMILES = C=[N+](C)CNC(C)(C)C
Charge = +1
Relative energy (zero: lowest compared OMol25 entry of this formula, charge and spin) = 69.8 kcal per mole
Electronic energy = -10505.5209 eV
LUMO energy = -4.55 eV